Computed, not measured: C26H45AgAsF6NO17 as an isolated structure in a non-equilibrium geometry, with ωB97M-V with the def2-TZVPD basis set.

Summary:
- energy above the lowest of the compared OMol25 structures with the same formula, charge and spin (kcal/mol) = 109.95
- HOMO-LUMO gap (eV) = 6.384
- E_HOMO (eV) = -10.5
- total charge = 0
- energy (eV) = -145126.4920

Last column: Mulliken charge in e.
Geometry (Å):
H (15.8461, 5.6838, 12.6346)  0.3202
C (15.4952, -2.1665, 5.6420)  -0.6055
H (9.7983, -3.8377, 13.5144)  0.3193
H (12.8786, 3.9821, 5.6447)  0.3671
F (18.2772, -6.6676, 16.9883)  -0.5076
H (11.6095, 2.5335, 7.2498)  0.4440
C (10.9570, 1.5341, 17.8054)  -0.2557
H (12.3238, -9.1295, 15.9316)  0.2920
H (8.9344, -4.8602, 12.5823)  0.2899
C (12.6470, -4.6199, 7.1892)  -0.1816
C (20.8668, -0.6955, 9.9694)  -0.1928
F (17.7770, -4.1911, 17.1431)  -0.5073
H (20.4325, 1.3283, 16.1930)  0.2704
C (14.7622, -0.3099, 20.0651)  -0.6548
O (15.3681, -2.2810, 7.1292)  -0.2570
H (13.8711, -8.5198, 16.3942)  0.3901
C (14.3956, -3.0393, 7.6961)  0.7104
O (13.6654, -3.7298, 6.7768)  -0.2961
H (11.4967, -6.2448, 6.4105)  0.3675
As (18.7954, -5.3160, 18.0756)  1.9942
C (14.5936, 2.7548, 8.8788)  -0.4807
C (11.2847, -5.9230, 14.3064)  0.7958
F (17.4294, -5.6720, 19.1766)  -0.4893
C (9.3109, -4.8085, 13.6039)  -0.6943
O (19.0749, -2.2700, 11.6036)  -0.6006
O (10.1018, -5.9896, 13.8907)  -0.2925
C (19.6121, -5.0781, 11.3860)  -0.5957
H (10.3148, -0.5603, 17.2173)  0.3292
C (12.8896, -8.2042, 16.0406)  -1.1590
O (20.2353, -4.0408, 10.6491)  -0.3004
H (13.5382, -6.5722, 14.8371)  0.2939
H (8.5348, -4.6927, 14.3604)  0.2754
C (21.9608, 0.0258, 9.0784)  -1.1316
H (11.5941, 1.8017, 16.9624)  0.2672
C (19.9164, 1.7474, 15.3293)  -0.6660
H (17.2566, 6.6848, 13.0210)  0.2876
H (22.9296, -0.0174, 9.5761)  0.3136
H (19.9103, -0.5723, 9.4615)  0.2982
H (15.6710, -3.1066, 5.1192)  0.2898
C (13.3895, 3.5837, 6.5088)  -0.4248
H (18.7152, -4.6749, 11.8563)  0.3041
O (11.7181, -7.2077, 14.2159)  -0.2868
H (16.3182, -1.4830, 5.4328)  0.2504
H (19.3885, -5.9152, 10.7247)  0.2032
H (15.0642, 2.4292, 9.7948)  0.4880
C (14.7111, 3.9365, 6.7698)  -0.3853
H (15.8712, 4.4872, 14.6836)  0.2863
H (10.4834, 2.5027, 17.9655)  0.3548
O (17.4031, 2.5616, 14.2652)  -0.6324
O (11.3952, 1.3281, 9.3850)  -0.5902
O (20.9758, -2.0743, 10.3174)  -0.2866
H (16.3454, 5.9446, 15.3448)  0.3503
O (11.9218, -4.9127, 14.5942)  -0.6336
C (16.6989, 5.1949, 14.6369)  -0.2686
O (14.2454, -3.1186, 8.9615)  -0.6127
H (19.2884, 0.9569, 14.9185)  0.3211
H (13.1975, -5.4196, 7.6847)  0.2676
H (11.9609, -4.0619, 7.8263)  0.3342
F (19.3171, -4.0982, 19.3270)  -0.5028
O (19.2993, 2.9934, 15.5723)  -0.3079
H (16.3750, 3.7192, 8.0293)  0.3947
H (15.4881, 0.4822, 20.2488)  0.2677
H (22.0966, -0.5475, 8.1613)  0.3197
H (12.8557, -5.6119, 5.3520)  0.3125
H (14.5957, -1.7195, 5.2187)  0.2937
O (13.4689, 0.3307, 19.9835)  -0.3189
C (12.8526, 0.5534, 18.7622)  0.7506
O (17.9137, 4.5708, 15.1780)  -0.3271
H (20.3199, -5.3597, 12.1656)  0.2783
Ag (15.2129, -1.4487, 13.8793)  1.0001
F (19.7519, -6.5387, 18.9392)  -0.4830
O (11.6961, 1.1759, 18.9689)  -0.2993
C (13.2077, 2.5089, 8.6638)  0.2099
C (13.0045, -7.5150, 14.7179)  -0.1579
H (14.8466, -0.8874, 20.9857)  0.2502
O (13.3241, 0.2308, 17.6992)  -0.5724
F (20.2585, -5.1114, 17.0095)  -0.5062
H (13.5790, -8.1973, 14.0913)  0.2628
H (20.8082, -0.1000, 10.8805)  0.2771
C (15.3206, 3.5259, 7.8975)  -0.4584
H (11.2774, -4.7988, 5.5160)  0.3099
C (12.6111, 2.8799, 7.4579)  -0.3331
C (10.0148, 0.4871, 17.2495)  -1.0281
H (9.8078, 0.6160, 16.1871)  0.3214
H (15.3030, 4.4476, 6.0249)  0.3725
H (9.1254, 0.6266, 17.8640)  0.2701
H (12.5090, -7.5986, 16.8630)  0.3057
H (20.7646, 1.9525, 14.6762)  0.2607
N (12.4971, 1.7453, 9.6984)  0.9945
C (18.1291, 3.2892, 14.9670)  0.7923
C (20.0015, -2.7200, 10.9501)  0.7768
H (21.5805, 1.0418, 8.9725)  0.3394
H (17.3692, 4.9400, 12.6448)  0.2823
H (15.1248, -0.7898, 19.1561)  0.3191
C (16.7971, 5.7071, 13.1666)  -0.9704
C (12.0406, -5.3773, 6.0366)  -1.1851
O (12.9097, 1.6332, 10.8333)  -0.5972